1.
19
Properties=species:S:1:pos:R:3 method="wB97M-V/def2-TZVPD" orbital_gap_ev=12.20 smiles=CCC.CC de_lowest_kcal_mol=21.4 multiplicity=1
C 1.57 -1.77 -0.30
C 0.12 -1.66 -0.79
C -0.14 -0.49 -1.74
H 1.77 -1.15 0.60
H 2.41 -1.48 -0.95
H 1.96 -2.76 -0.09
H -0.20 -2.65 -1.15
H -0.50 -1.66 0.10
H -0.02 0.42 -1.15
H 0.65 -0.39 -2.49
H -1.15 -0.62 -2.11
C -0.10 2.05 1.20
C -1.58 1.62 1.39
H 0.57 1.19 1.36
H 0.07 1.99 0.12
H 0.17 3.02 1.61
H -2.25 2.42 1.10
H -1.73 1.29 2.42
H -1.60 0.65 0.87


2.
20
Properties=species:S:1:pos:R:3 method="wB97M-V/def2-TZVPD" orbital_gap_ev=9.23 smiles="[H]/N=[Si]1/CCCN1.CO" de_lowest_kcal_mol=71.2 multiplicity=1
H 2.06 2.30 -0.14
N 1.86 1.37 -0.52
Si 0.36 1.06 -1.14
C -0.52 -0.61 -1.27
C -2.03 -0.26 -1.02
C -2.35 1.02 -1.62
N -1.23 1.91 -1.34
H -0.19 -1.31 -0.45
H -0.36 -1.28 -2.15
H -2.29 -0.11 0.06
H -2.83 -1.02 -1.34
H -2.71 0.94 -2.71
H -3.22 1.56 -1.21
H -1.52 2.90 -1.20
C 1.62 -0.99 2.62
O 2.29 -0.67 1.39
H 2.14 -1.87 3.09
H 0.56 -1.24 2.44
H 1.77 -0.16 3.27
H 2.51 0.24 1.28


3.
8
Properties=species:S:1:pos:R:3 method="wB97M-V/def2-TZVPD" orbital_gap_ev=8.84 smiles="O=CN=O.N#CCl" de_lowest_kcal_mol=126.6 multiplicity=1
O -1.83 -1.28 0.09
C -1.57 -0.15 -0.03
N -1.63 0.93 -0.69
O -1.95 2.14 -0.61
H -0.55 0.38 0.40
N 1.67 0.23 0.67
C 2.42 -0.52 0.26
Cl 3.44 -1.73 -0.08


4.
18
Properties=species:S:1:pos:R:3 method="wB97M-V/def2-TZVPD" orbital_gap_ev="1.98 / 6.40" de_lowest_kcal_mol=0.0 multiplicity=2 s2=0.7555 charge=-1
O -3.11 0.58 -1.76
C -2.74 0.71 -0.57
C -1.33 0.44 -0.10
C -0.49 1.72 0.08
C 0.98 1.41 0.53
C 1.35 2.01 1.84
O 1.76 1.37 2.82
H -3.42 1.04 0.25
H -1.34 -0.15 0.83
H -0.89 -0.13 -0.92
H -0.51 2.26 -0.87
H -1.00 2.43 0.74
H 1.14 0.37 0.58
H 1.62 1.92 -0.21
H 1.31 3.11 1.93
H 1.75 -6.92 -1.41
H 2.75 -6.09 -2.26
O 2.17 -6.07 -1.50